# 1
DFT (ωB97M-V/def2-TZVPD) results for a molecular structure, C47H48N5O5P2S2Tc.

CARTESIAN COORDINATES (ANGSTROEM)
Tc: 1.2622 -0.4782 -0.0429
N: 3.3452 1.6625 1.4154
C: 4.0957 0.7620 0.6664
C: 5.4903 0.8227 0.7743
C: 6.2480 -0.0512 0.0290
C: 5.6068 -0.9440 -0.8235
C: 4.2300 -0.9487 -0.8511
N: 3.4810 -0.1373 -0.0874
C: 2.2130 2.3526 1.0014
C: 2.0403 3.6623 1.4670
C: 0.9850 4.3970 0.9855
C: 0.1535 3.8340 0.0222
C: 0.3713 2.5237 -0.3361
N: 1.3417 1.7671 0.1937
H: 3.9112 2.2077 2.0418
H: 5.9494 1.5619 1.4182
H: 7.3287 -0.0248 0.0929
H: 6.1573 -1.6348 -1.4462
H: 3.6611 -1.6362 -1.4622
H: 2.7401 4.0775 2.1802
H: 0.8284 5.4109 1.3316
H: -0.6560 4.3863 -0.4300
H: -0.2434 2.0358 -1.0741
N: -0.7070 -1.5980 2.3339
P: 0.8313 -0.8516 2.1614
C: 1.8451 -1.8873 3.2762
C: 1.4196 -2.1552 4.5769
C: 2.2121 -2.8968 5.4393
C: 3.4516 -3.3571 5.0137
C: 3.8881 -3.0809 3.7258
C: 3.0852 -2.3547 2.8556
C: 0.7093 0.6232 3.2704
C: -0.4505 1.3912 3.3351
C: -0.4898 2.5519 4.0979
C: 0.6270 2.9614 4.8105
C: 1.7856 2.1971 4.7614
C: 1.8223 1.0395 3.9994
P: -1.6667 -1.8301 0.9601
C: -3.3075 -1.6555 1.4540
C: -4.3655 -2.1983 0.6344
C: -5.6773 -1.8888 0.8778
C: -6.0633 -1.0312 1.9276
C: -5.0415 -0.5073 2.7493
C: -3.7201 -0.7929 2.5332
C: -1.5472 -3.5642 0.3974
C: -1.2667 -4.0046 -0.8906
C: -1.3172 -5.3556 -1.1981
C: -1.6285 -6.2884 -0.2206
C: -1.9058 -5.8639 1.0704
C: -1.8832 -4.5097 1.3669
H: -0.7505 -2.3576 2.9973
H: 0.4699 -1.7648 4.9284
H: 1.8665 -3.1042 6.4447
H: 4.0763 -3.9297 5.6888
H: 4.8518 -3.4410 3.3866
H: 3.3932 -2.1697 1.8339
H: -1.3188 1.0868 2.7699
H: -1.4029 3.1347 4.1308
H: 0.5933 3.8636 5.4097
H: 2.6596 2.4961 5.3300
H: 2.7298 0.4482 3.9795
H: -4.1225 -2.8601 -0.1887
H: -6.4386 -2.3237 0.2365
H: -7.1038 -0.7933 2.1034
H: -5.3037 0.1341 3.5858
H: -2.9681 -0.3810 3.1964
H: -0.9680 -3.3055 -1.6552
H: -1.0913 -5.6808 -2.2062
H: -1.6579 -7.3437 -0.4648
H: -2.1543 -6.5797 1.8443
H: -2.1600 -4.1842 2.3642
C: -2.7112 1.1351 0.1581
O: -1.4569 0.6154 0.5419
C: -0.9222 -0.5666 -0.1639
C: -1.4457 -0.6530 -1.5897
H: -3.5168 0.3980 0.2178
H: -2.6760 1.5528 -0.8515
H: -2.9277 1.9436 0.8605
H: -2.5272 -0.8286 -1.6672
H: -0.9155 -1.4391 -2.1210
H: -1.2069 0.2605 -2.1408
S: 1.5428 -2.6680 -0.1534
C: -4.2473 0.5326 -3.4449
C: -3.1099 1.3698 -3.9584
C: -2.6946 2.5165 -3.2878
C: -1.6288 3.2755 -3.7522
C: -0.9727 2.8929 -4.9091
C: -1.3918 1.7694 -5.6109
C: -2.4432 1.0122 -5.1293
S: 0.4543 3.8018 -5.4600
O: 0.3364 5.1215 -4.9068
O: 0.5425 3.5988 -6.8800
N: 1.7602 3.1264 -4.7921
C: 2.2470 1.8076 -5.1951
C: 1.6600 0.6775 -4.3615
C: 1.8890 0.8195 -2.8479
O: 2.4734 1.8291 -2.4131
O: 1.4086 -0.1547 -2.1809
H: -4.6518 0.9365 -2.5177
H: -3.9186 -0.4888 -3.2440
H: -5.0563 0.4833 -4.1763
H: -3.2100 2.8168 -2.3823
H: -1.3061 4.1625 -3.2228
H: -0.8852 1.4932 -6.5271
H: -2.7543 0.1263 -5.6709
H: 1.8599 3.2627 -3.7838
H: 3.3336 1.8276 -5.0892
H: 2.0228 1.6800 -6.2539
H: 2.0830 -0.2807 -4.6751
H: 0.5830 0.5886 -4.5188

Summary:
* HOMO (alpha / beta): -1.53 / -4.42 eV
* spin multiplicity: 4
* relative energy (zero: lowest compared OMol25 entry of this formula, charge and spin): 0.0 kJ/mol
* F_max: 0.4 eV/A
* total charge: -1

# 2
DFT (ωB97M-V/def2-TZVPD) results for a molecular structure, C32H37BaN10OSSb at a distorted geometry.

CARTESIAN COORDINATES (ANGSTROEM)
Ba: -0.5399 0.0561 -0.9608
C: 2.7536 -2.1013 -2.4667
C: 3.0028 -0.6281 -2.4413
C: 4.2685 -0.1114 -2.7226
C: 4.4670 1.2525 -2.7039
C: 3.3912 2.0820 -2.4218
C: 2.1591 1.5028 -2.1367
N: 1.9791 0.1809 -2.1292
Sb: 0.6803 3.1144 -1.8427
C: -1.1462 2.5466 -2.9318
C: -1.6892 3.6398 -3.5956
C: -2.8084 3.4338 -4.3920
C: -3.3409 2.1647 -4.4957
C: -2.7507 1.1133 -3.7962
C: -3.3023 -0.2749 -3.8037
N: -1.6642 1.3247 -3.0453
C: 0.0803 3.0732 0.2740
C: 0.5519 4.1708 0.9854
C: 0.1068 4.3529 2.2891
C: -0.8097 3.4666 2.8210
C: -1.2371 2.3849 2.0531
C: -2.2255 1.3782 2.5539
N: -0.7634 2.1970 0.8183
H: 3.6919 -2.6535 -2.4983
H: 2.1576 -2.4203 -1.6114
H: 2.1510 -2.3690 -3.3355
H: 5.0799 -0.7887 -2.9517
H: 5.4426 1.6723 -2.9141
H: 3.5135 3.1574 -2.4236
H: -1.2520 4.6254 -3.5012
H: -3.2573 4.2622 -4.9254
H: -4.2143 1.9764 -5.1049
H: -4.2171 -0.3333 -4.3905
H: -2.5679 -0.9821 -4.1933
H: -3.4998 -0.5904 -2.7758
H: 1.2341 4.8773 0.5300
H: 0.4600 5.1929 2.8739
H: -1.1945 3.5979 3.8233
H: -2.6599 1.6836 3.5039
H: -3.0147 1.2270 1.8174
H: -1.7478 0.4050 2.6883
N: -1.9298 -4.9816 -2.1547
C: -1.3754 -3.8947 -1.4867
S: -0.6773 -2.6665 -2.5043
N: -1.4209 -3.9545 -0.2023
N: -0.7071 -3.0330 0.5239
C: -1.3962 -2.3385 1.3404
C: -2.8768 -2.2382 1.3908
C: -3.6919 -2.9802 2.2266
C: -5.0724 -2.8075 2.2035
C: -5.6210 -1.8776 1.3288
C: -4.8144 -1.1233 0.4887
C: -3.4231 -1.2877 0.5024
O: -2.6065 -0.5813 -0.2485
H: -2.2743 -4.7613 -3.0733
H: -2.5611 -5.5215 -1.5822
H: -0.8142 -1.6764 1.9877
H: -3.2471 -3.7129 2.8904
H: -5.7083 -3.3942 2.8530
H: -6.6955 -1.7370 1.2998
H: -5.2429 -0.3968 -0.1925
C: 3.1065 0.5384 0.9525
N: 1.8870 -0.2083 1.3083
C: 1.4321 0.3059 2.6132
N: 2.4405 0.1632 3.6601
C: 3.6347 0.8974 3.2373
N: 4.1596 0.4121 1.9583
C: 4.4680 -1.0158 2.1092
N: 3.2963 -1.7961 2.5035
C: 2.2623 -1.6278 1.4833
C: 2.7895 -1.2592 3.7662
H: 2.8492 1.5961 0.8386
H: 3.4878 0.1647 0.0007
H: 0.5332 -0.2360 2.9148
H: 1.1896 1.3659 2.5063
H: 4.4072 0.7912 4.0013
H: 3.3829 1.9564 3.1384
H: 5.2465 -1.1298 2.8663
H: 4.8456 -1.3977 1.1581
H: 1.3772 -2.2090 1.7433
H: 2.6388 -2.0073 0.5303
H: 3.5520 -1.3784 4.5384
H: 1.9011 -1.8212 4.0600

Summary:
* HOMO: -6.53 eV
* relative energy (zero: lowest compared OMol25 entry of this formula, charge and spin): 83.7 kJ/mol
* F_max: 1.6 eV/A

# 3
DFT (ωB97M-V/def2-TZVPD) results for 3 unconnected molecules or ions with the total composition C4H13NS at a distorted geometry.

CARTESIAN COORDINATES (ANGSTROEM)
C: 1.1264 -0.6440 -2.9478
S: 1.4452 -1.3866 -1.3509
H: 1.7344 -1.1548 -3.7014
H: 0.0678 -0.6397 -3.2959
H: 1.4384 0.4301 -2.8816
C: -1.4405 1.3141 1.6260
C: -0.2074 0.4479 1.2487
C: -0.5862 -1.0185 1.0889
N: 0.4292 1.0794 0.0863
H: -2.0661 1.6035 0.7974
H: -2.1030 0.8228 2.3383
H: -1.0574 2.2326 2.1399
H: 0.4418 0.5187 2.1130
H: -1.2022 -1.0433 0.1850
H: -1.1806 -1.4164 1.9407
H: 0.2894 -1.6405 0.9590
H: 1.1468 0.4379 -0.3044
H: -0.2508 0.9868 -0.6871
H: 1.9747 -0.9301 0.6459

Summary:
* HOMO: -8.73 eV
* relative energy (zero: lowest compared OMol25 entry of this formula, charge and spin): 451.1 kJ/mol
* F_max: 3.4 eV/A

# 4
DFT (ωB97M-V/def2-TZVPD) results for 2 unconnected molecules or ions with the total composition C3H10NO at a distorted geometry.

CARTESIAN COORDINATES (ANGSTROEM)
C: -1.0452 0.7932 -0.2813
O: -0.2729 -0.3963 0.2138
C: -0.1738 1.9770 -0.4045
C: 0.9112 2.1117 0.6096
N: -0.1004 -3.7517 -0.3000
H: -1.6945 0.4081 -1.0551
H: -1.6642 1.0285 0.6146
H: 0.5947 -0.0074 0.2795
H: 0.0333 2.4123 -1.3756
H: 0.4550 2.0895 1.6165
H: 1.3921 3.0857 0.4950
H: 1.7439 1.4219 0.6939
H: 0.7934 -4.1580 -0.1091
H: -0.7771 -4.2433 -0.8417
H: -0.1956 -2.7711 -0.1557

Summary:
* HOMO: -11.68 eV
* relative energy (zero: lowest compared OMol25 entry of this formula, charge and spin): 460.1 kJ/mol
* F_max: 4.6 eV/A
* total charge: +1

# 5
DFT (ωB97M-V/def2-TZVPD) results for a molecular structure, C3H5F at a distorted geometry.

CARTESIAN COORDINATES (ANGSTROEM)
C: 0.2689 0.3723 1.1174
C: -0.5274 0.0324 -0.2368
C: -0.0945 -0.3188 -1.4150
H: 1.3664 1.1751 0.7921
H: 0.4657 -0.9189 1.5123
H: -0.5534 0.9953 2.3070
H: -1.6467 -0.1119 -0.2938
H: -0.4900 -0.7996 -2.2113
F: 1.2111 -0.4259 -1.5719

Summary:
* HOMO: -9.51 eV
* relative energy (zero: lowest compared OMol25 entry of this formula, charge and spin): 428.5 kJ/mol
* F_max: 5.1 eV/A

# 6
DFT (ωB97M-V/def2-TZVPD) results for 12 unconnected molecules or ions with the total composition C21H69N21O12 at a distorted geometry.

CARTESIAN COORDINATES (ANGSTROEM)
C: -9.1795 26.0858 27.2509
O: -10.2866 26.6498 27.1044
N: -8.0662 26.6211 27.7648
N: -8.9327 24.8274 26.8109
H: -8.1623 27.5914 28.0283
H: -7.5003 25.9804 28.3026
H: -9.7141 24.4914 26.2663
H: -7.9558 24.5957 26.7011
C: -7.0020 24.4978 20.2036
O: -8.1174 24.8650 19.8509
N: -5.9634 24.2974 19.5095
N: -6.8214 24.1494 21.4485
H: -5.8607 24.6924 18.5857
H: -5.1541 23.9129 19.9757
H: -5.9485 23.7501 21.7624
H: -7.6437 24.1563 22.0349
C: -7.9467 28.4745 19.5883
O: -8.1673 29.6200 19.4075
N: -6.7337 27.9258 19.5710
N: -8.7414 27.5773 20.0103
H: -6.0712 28.5199 19.0933
H: -6.6554 26.9241 19.6739
H: -9.6967 27.7934 20.2567
H: -8.4499 26.6213 20.1554
C: -8.4535 20.1918 22.2572
O: -8.2104 18.9790 22.3691
N: -9.0826 20.7598 21.2162
N: -8.0848 21.0727 23.1135
H: -9.4533 20.1130 20.5348
H: -9.4358 21.7007 21.1157
H: -8.2431 22.0600 22.9711
H: -7.5735 20.7576 23.9256
C: -13.6942 26.2983 22.9853
O: -12.5950 26.8433 22.7088
N: -14.8580 26.8036 23.2356
N: -13.8708 24.9961 23.0270
H: -15.6653 26.2291 23.4312
H: -14.9011 27.7773 22.9704
H: -13.0166 24.4589 23.0717
H: -14.8320 24.7158 23.1599
C: -9.8305 21.0678 26.1472
O: -9.0193 20.2310 25.8038
N: -10.5653 21.7624 25.3319
N: -9.8822 21.5911 27.3638
H: -10.2968 21.7811 24.3584
H: -11.1515 22.4861 25.7226
H: -10.5060 22.3470 27.6078
H: -9.1376 21.3942 28.0172
C: -10.0853 24.5257 23.0234
O: -9.2032 23.6826 23.1751
N: -10.2602 25.1570 21.8968
N: -10.8752 24.9294 23.9708
H: -9.6459 24.8907 21.1406
H: -10.8451 25.9774 21.8272
H: -10.9092 24.4083 24.8353
H: -11.4541 25.6912 23.6473
C: -12.8925 24.5567 26.8460
O: -11.9923 23.9108 26.3997
N: -12.8032 25.6787 27.5433
N: -14.1213 24.2009 26.7390
H: -13.6302 26.2159 27.7616
H: -11.8401 25.9817 27.5696
H: -14.3879 23.3074 26.3507
H: -14.8335 24.8202 27.0986
C: -11.8838 29.3801 24.8453
O: -12.1393 30.2073 25.7210
N: -12.4689 29.3613 23.6854
N: -11.2454 28.2468 25.0611
H: -13.2196 30.0130 23.5070
H: -12.5448 28.4151 23.3406
H: -11.0310 27.6883 24.2474
H: -11.0472 27.9138 25.9938
C: -6.2814 23.6245 25.5153
C: -5.7101 22.2288 25.3973
C: -4.2208 22.1185 25.8223
O: -3.3943 22.9013 24.9486
C: -2.0659 22.9050 25.4132
N: -6.4526 21.3434 26.2406
H: -5.7482 24.2887 24.8352
H: -6.1331 24.1351 26.4668
H: -7.3163 23.6494 25.1739
H: -5.7679 22.0876 24.3181
H: -3.8784 21.0851 25.7668
H: -4.1903 22.4533 26.8591
H: -1.9254 23.1648 26.4624
H: -1.5197 23.6792 24.8744
H: -1.7220 21.9250 25.0824
H: -6.1711 20.3845 26.0940
H: -7.4430 21.2380 26.0729
C: -11.3256 23.9596 18.1977
C: -12.6686 24.2083 18.9243
C: -13.0211 23.0192 19.8818
O: -11.8710 22.5913 20.6310
C: -12.1870 21.6286 21.6465
N: -12.5603 25.3703 19.7434
H: -11.4150 23.1699 17.4518
H: -10.5202 23.6338 18.8560
H: -10.8745 24.8183 17.7004
H: -13.4548 24.3316 18.1794
H: -13.3714 22.1764 19.2858
H: -13.9043 23.3228 20.4438
H: -12.9059 22.0422 22.3537
H: -11.3598 21.3949 22.3167
H: -12.5578 20.7668 21.0915
H: -13.2769 25.4647 20.4488
H: -11.7557 25.0306 20.2508
C: -7.9367 27.2705 23.2095
C: -6.9710 27.9652 24.1816
C: -7.6621 29.0951 25.0246
O: -8.2881 30.0854 24.2802
C: -8.8429 31.2096 25.0571
N: -6.3655 26.9193 25.0576
H: -7.4292 26.6010 22.5149
H: -8.5062 27.9400 22.5649
H: -8.6168 26.5803 23.7087
H: -6.2190 28.5029 23.6041
H: -6.9404 29.5910 25.6737
H: -8.3829 28.5908 25.6682
H: -9.4518 31.0673 25.9499
H: -9.5660 31.6506 24.3709
H: -8.1053 31.9286 25.4136
H: -6.3275 26.1140 24.4492
H: -6.9111 26.6286 25.8562

Summary:
* HOMO (alpha / beta): -0.54 / -6.81 eV
* spin multiplicity: 2
* F_max: 6.7 eV/A
* total charge: -1

# 7
DFT (ωB97M-V/def2-TZVPD) results for C4H6N2O in the gas phase at a distorted geometry.

CARTESIAN COORDINATES (ANGSTROEM)
C: -2.3126 -0.4635 0.0291
C: -0.0077 0.0637 -0.0660
C: 2.2479 -0.0255 -0.0461
C: 1.1536 1.0247 -0.0325
H: -2.1804 -1.2764 -0.7164
H: -3.2457 0.0948 -0.1241
H: -2.2535 -0.9544 0.9809
H: 3.3554 0.1532 0.1835
H: 1.1744 1.6051 0.9094
H: 1.1624 1.6870 -0.8801
N: 0.3599 -1.1894 -0.0971
N: 1.8193 -1.2198 -0.0324
O: -1.2732 0.5004 -0.1081

Summary:
* HOMO: -9.47 eV
* relative energy (zero: lowest compared OMol25 entry of this formula, charge and spin): 231.2 kJ/mol
* F_max: 2.1 eV/A
* SMILES: COC1=NN=CC1

no.,E_tot (Eh)
1,-4029.7924
2,-2528.3575
3,-612.9572
4,-249.8786
5,-216.9750
6,-2894.4880
7,-340.7069